# C4H5BrO

A single C4H5BrO molecule at a distorted geometry (ωB97M-V/def2-TZVPD, OMol25).

```
! RIJCOSX wB97M-V def2-TZVPD def2/J DEFGRID3
* xyz 0 1
O -1.33672 -1.41549 -1.49519
C -0.66975 -0.68560 -0.81634
C -0.91840 0.57564 -0.07103
C 0.53598 0.78038 0.39066
C 0.97562 -0.66272 0.05653
Br 1.07593 -1.84605 1.50597
H -1.40323 1.42254 -0.76478
H -1.68765 0.08811 0.51447
H 1.15070 1.47811 -0.14896
H 0.54686 1.05423 1.45680
H 1.73064 -0.78915 -0.62815
*
```

- HOMO: -8.8 eV
- LUMO level: 0.763 eV
- Kohn-Sham gap: 9.61 eV
- Energy relative to the best compared isomer or geometry (same formula, charge and spin): 28.18 kcal per mole

Löwdin population analysis, charges in e, atoms 1 to 2: 0.10, -0.33